A structure of composition C9H6ClNO4Ru, computed with ωB97M-V with the def2-TZVPD basis set.

Structure (ORCA input):
```
! RIJCOSX wB97M-V def2-TZVPD def2/J DEFGRID3
* xyz 3 6
Ru 0.05691 0.05461 -0.48728
O 0.73691 -3.00718 -0.48531
C 0.48816 -1.87501 -0.50162
C -0.37824 1.99987 -0.55483
O -0.63564 3.13046 -0.56019
C -1.83049 -0.37721 -0.41719
O -2.95138 -0.65042 -0.36155
C 1.88805 0.45905 -0.00319
O 2.98149 0.68358 0.30557
H 0.34587 -0.35603 -2.14708
H 0.15488 0.50348 -2.15175
Cl -0.00881 -2.87001 4.89620
C -0.21177 -1.32118 4.16650
C -0.51999 -0.18130 4.92251
C -0.66759 1.01039 4.21514
C -0.50858 1.01688 2.82780
N -0.20426 -0.07150 2.11357
C -0.06689 -1.24062 2.76199
H -0.64301 -0.25197 6.00728
H -0.90835 1.95045 4.69676
H -0.63745 1.94039 2.26734
H 0.15252 -2.15191 2.21088
*
```

Summary:
F_max (eV/Å): 10.068
Kohn-Sham gap (spin up / spin down) (eV): 6.690 / 5.605
Molecular weight (g/mol): 328.7
Relative energy (zero: lowest compared OMol25 entry of this formula, charge and spin) (kJ/mol): 138.5
LUMO (spin up / spin down) (eV): -11.86 / -16.79

These are the natural (NBO) partial charges, in e, on atoms 1 to 8: atom 1 (Ru): 0.75, atom 2 (O): -0.23, atom 3 (C): 0.43, atom 4 (C): 0.43, atom 5 (O): -0.22, atom 6 (C): 0.46, atom 7 (O): -0.22, atom 8 (C): 0.46